(1)
{
  "formula": "C7H14O2S",
  "method": "the ωB97M-V functional and the def2-TZVPD basis",
  "molar_mass_g_mol": 162.254,
  "charge": 0,
  "orbital_gap_ev": [7.78, 7.77],
  "lumo_energy_ha": [-0.001, -0.001],
  "homo_ev": [-7.81, -7.81],
  "symbols": ["C", "C", "C", "C", "C", "C", "C", "O", "O", "S", "H", "H", "H", "H", "H", "H", "H", "H", "H", "H", "H", "H", "H", "H"],
  "xyz": [[-1.25, 1.55, 1.51], [1.27, -1.75, -1.10], [1.65, -0.07, 0.59], [-0.36, -1.71, 0.79], [-1.92, 1.55, 0.24], [-0.32, 0.06, -0.98], [0.46, -0.85, -0.10], [-1.33, 0.88, 2.50], [0.36, 0.97, -1.68], [-1.71, 3.04, -0.75], [-0.44, 2.41, 1.51], [0.67, -2.20, -1.81], [2.02, -1.17, -1.56], [1.77, -2.52, -0.45], [2.35, 0.26, -0.15], [2.31, -0.59, 1.29], [1.17, 0.72, 1.11], [-0.83, -1.15, 1.70], [-1.21, -2.10, 0.30], [0.18, -2.57, 1.07], [-2.91, 1.21, 0.29], [-1.33, -0.33, -1.31], [-0.27, 1.37, -2.30], [-0.33, 2.99, -0.72]]
}



(2)
{
  "formula": "C5H6O",
  "method": "the ωB97M-V functional and the def2-TZVPD basis",
  "molar_mass_g_mol": 82.102,
  "charge": 0,
  "orbital_gap_ev": 8.99,
  "lumo_energy_ha": 0.034,
  "homo_ev": -8.06,
  "smiles": "C1=CCOC=C1",
  "symbols": ["C", "C", "C", "C", "O", "C", "H", "H", "H", "H", "H", "H"],
  "xyz": [[1.08, 0.35, -0.28], [0.37, -0.31, -1.20], [-1.06, -0.38, -0.88], [-1.43, -0.26, 0.40], [-0.49, -0.51, 1.38], [0.64, 0.28, 1.13], [1.53, -0.37, 1.25], [2.05, 0.83, -0.41], [0.77, -0.56, -2.18], [-1.77, -0.32, -1.69], [-2.39, 0.06, 0.78], [0.64, 1.18, 1.78]]
}



(3)
{
  "formula": "C40H97N10O7P3S3",
  "method": "the ωB97M-V functional and the def2-TZVPD basis",
  "molar_mass_g_mol": 1019.402,
  "charge": 0,
  "orbital_gap_ev": 6.90,
  "lumo_energy_ha": -0.037,
  "homo_ev": -7.91,
  "smiles": "CCCCCCCCCCCC[C@]1(CCCSC(=S)N(CC)CC)COS(=O)(=O)O1.CN(C)P(=O)(N(C)C)N(C)C.CN(C)P(=O)(N(C)C)N(C)C.CN(C)P(=O)(N(C)C)N(C)C",
  "symbols": ["C", "C", "C", "C", "C", "C", "C", "C", "C", "C", "C", "C", "C", "C", "C", "C", "S", "C", "S", "N", "C", "C", "C", "C", "C", "O", "S", "O", "O", "O", "H", "H", "H", "H", "H", "H", "H", "H", "H", "H", "H", "H", "H", "H", "H", "H", "H", "H", "H", "H", "H", "H", "H", "H", "H", "H", "H", "H", "H", "H", "H", "H", "H", "H", "H", "H", "H", "H", "H", "H", "H", "H", "H", "O", "P", "N", "C", "C", "N", "C", "C", "N", "C", "C", "H", "H", "H", "H", "H", "H", "H", "H", "H", "H", "H", "H", "H", "H", "H", "H", "H", "H", "O", "P", "N", "C", "C", "N", "C", "C", "N", "C", "C", "H", "H", "H", "H", "H", "H", "H", "H", "H", "H", "H", "H", "H", "H", "H", "H", "H", "H", "O", "P", "N", "C", "C", "N", "C", "C", "N", "C", "C", "H", "H", "H", "H", "H", "H", "H", "H", "H", "H", "H", "H", "H", "H", "H", "H", "H", "H"],
  "xyz": [[-0.87, 0.45, 6.41], [-0.48, -0.09, 4.89], [-1.03, -1.64, 4.68], [0.01, -2.34, 3.59], [-0.61, -3.69, 2.87], [0.57, -4.84, 2.74], [1.72, -4.48, 1.62], [3.24, -4.98, 2.03], [4.38, -3.93, 1.46], [5.37, -4.62, 0.33], [4.93, -4.29, -1.21], [6.26, -4.32, -2.19], [6.01, -3.43, -3.56], [6.63, -1.97, -3.16], [6.15, -0.83, -4.26], [6.86, 0.63, -4.07], [6.09, 1.99, -5.19], [4.46, 1.32, -5.93], [4.69, 0.24, -7.27], [3.08, 1.67, -5.37], [2.98, 1.27, -3.89], [2.34, 2.48, -2.95], [1.99, 1.04, -6.20], [0.46, 1.42, -5.70], [4.52, -3.55, -4.23], [4.31, -4.75, -5.12], [5.95, -5.11, -5.51], [6.29, -4.89, -7.00], [6.04, -6.59, -5.06], [6.92, -3.99, -4.60], [-0.92, -0.41, 7.19], [-0.09, 1.29, 6.73], [-1.95, 0.94, 6.35], [-0.94, 0.57, 4.04], [0.70, -0.15, 4.82], [-0.97, -2.20, 5.71], [-2.12, -1.65, 4.24], [0.16, -1.52, 2.73], [1.06, -2.51, 4.07], [-1.46, -4.09, 3.59], [-1.08, -3.38, 1.83], [1.12, -5.02, 3.78], [0.03, -5.84, 2.41], [1.70, -3.32, 1.41], [1.45, -5.03, 0.61], [3.44, -6.07, 1.64], [3.34, -4.96, 3.22], [3.85, -2.99, 0.99], [5.09, -3.64, 2.37], [5.36, -5.81, 0.43], [6.49, -4.25, 0.45], [4.29, -3.29, -1.33], [4.21, -5.15, -1.62], [6.52, -5.41, -2.55], [7.17, -3.82, -1.63], [7.80, -1.91, -3.11], [6.17, -1.66, -2.10], [6.40, -1.26, -5.33], [4.96, -0.80, -4.18], [7.99, 0.53, -4.43], [6.77, 1.05, -2.97], [4.03, 1.02, -3.41], [2.32, 0.28, -3.88], [2.84, 2.34, -1.87], [1.21, 2.24, -2.82], [2.59, 3.55, -3.34], [2.03, 1.37, -7.34], [2.06, -0.15, -6.09], [-0.17, 1.74, -6.66], [-0.09, 0.45, -5.29], [0.41, 2.33, -4.96], [3.57, -3.61, -3.55], [4.20, -2.69, -4.99], [-1.35, 3.22, 7.97], [-1.32, 4.63, 8.60], [-2.78, 4.32, 9.45], [-3.94, 5.17, 9.61], [-2.66, 3.38, 10.56], [-1.72, 5.39, 7.09], [-2.87, 6.25, 6.85], [-1.45, 4.63, 5.86], [-1.29, 6.26, 9.33], [-0.14, 7.04, 8.78], [-1.07, 6.30, 10.79], [-3.74, 6.09, 10.16], [-4.76, 4.66, 10.13], [-4.39, 5.45, 8.65], [-2.08, 3.80, 11.39], [-2.15, 2.46, 10.24], [-3.63, 3.06, 10.96], [-3.78, 5.66, 6.68], [-2.71, 6.86, 5.95], [-3.04, 6.97, 7.65], [-2.21, 3.86, 5.69], [-0.46, 4.16, 5.90], [-1.43, 5.28, 4.98], [0.81, 6.54, 9.00], [-0.12, 8.05, 9.20], [-0.20, 7.17, 7.69], [-0.21, 5.69, 11.08], [-1.94, 5.95, 11.35], [-0.90, 7.32, 11.14], [0.31, 1.74, -10.22], [0.69, 0.68, -11.28], [2.13, 1.53, -11.66], [2.69, 1.83, -12.96], [3.17, 1.46, -10.63], [-0.56, 1.21, -12.36], [-0.36, 1.69, -13.72], [-1.68, 1.96, -11.77], [1.12, -0.54, -12.51], [0.03, -1.55, -12.64], [2.32, -1.36, -12.19], [2.99, 0.95, -13.54], [3.58, 2.47, -12.88], [2.01, 2.43, -13.57], [3.60, 0.45, -10.55], [2.77, 1.73, -9.65], [4.00, 2.15, -10.82], [-0.04, 2.73, -13.73], [-1.30, 1.64, -14.28], [0.34, 1.07, -14.28], [-1.40, 3.00, -11.56], [-2.04, 1.49, -10.85], [-2.55, 1.98, -12.44], [-0.14, -2.06, -11.68], [0.28, -2.29, -13.40], [-0.92, -1.10, -12.95], [2.26, -1.78, -11.19], [3.25, -0.79, -12.28], [2.43, -2.18, -12.91], [-4.31, -1.33, 6.54], [-5.83, -1.58, 6.72], [-5.92, -2.33, 5.18], [-6.91, -2.14, 4.13], [-5.31, -3.66, 5.10], [-6.19, 0.11, 6.53], [-7.06, 0.68, 5.52], [-5.10, 1.07, 6.77], [-7.57, -1.85, 6.92], [-8.04, -1.24, 8.19], [-7.98, -3.27, 7.04], [-7.91, -2.46, 4.41], [-6.65, -2.70, 3.22], [-6.96, -1.11, 3.79], [-5.87, -4.40, 5.67], [-4.29, -3.64, 5.50], [-5.22, -4.02, 4.07], [-6.56, 0.78, 4.55], [-7.39, 1.69, 5.81], [-7.99, 0.12, 5.39], [-4.40, 1.10, 5.92], [-4.54, 0.81, 7.68], [-5.48, 2.08, 6.93], [-7.52, -1.67, 9.05], [-9.12, -1.38, 8.32], [-7.88, -0.15, 8.22], [-7.38, -3.79, 7.80], [-7.90, -3.81, 6.10], [-9.04, -3.35, 7.32]]
}



(4)
{
  "formula": "C41H49B2FN8O15",
  "method": "the ωB97M-V functional and the def2-TZVPD basis",
  "molar_mass_g_mol": 934.506,
  "charge": 0,
  "orbital_gap_ev": 8.79,
  "lumo_energy_ha": -0.034,
  "homo_ev": -9.72,
  "smiles": "COB(O)[C@@H]1C(=O)N[C@](N)(F)[C@@]1(CCCCCN)B(O)OC.O=[N+]([O-])c1ccccc1.O=[N+]([O-])c1ccccc1.O=[N+]([O-])c1ccccc1.O=[N+]([O-])c1ccccc1.O=[N+]([O-])c1ccccc1",
  "symbols": ["C", "O", "B", "O", "C", "C", "O", "N", "C", "N", "F", "C", "C", "C", "C", "C", "C", "N", "B", "O", "O", "C", "H", "H", "H", "H", "H", "H", "H", "H", "H", "H", "H", "H", "H", "H", "H", "H", "H", "H", "H", "H", "H", "H", "H", "H", "C", "C", "C", "C", "C", "C", "N", "O", "O", "H", "H", "H", "H", "H", "C", "C", "C", "C", "C", "C", "N", "O", "O", "H", "H", "H", "H", "H", "C", "C", "C", "C", "C", "C", "N", "O", "O", "H", "H", "H", "H", "H", "C", "C", "C", "C", "C", "C", "N", "O", "O", "H", "H", "H", "H", "H", "C", "C", "C", "C", "C", "C", "N", "O", "O", "H", "H", "H", "H", "H"],
  "xyz": [[-2.39, 7.63, -1.33], [-2.23, 7.19, -2.72], [-1.36, 6.00, -2.84], [-0.90, 5.68, -4.23], [-0.82, 5.04, -1.62], [0.73, 5.65, -1.42], [1.12, 6.89, -1.12], [1.70, 4.47, -1.62], [0.87, 3.35, -2.28], [1.61, 2.07, -1.90], [1.16, 3.58, -3.71], [-0.73, 3.42, -1.78], [-1.46, 2.61, -2.98], [-2.81, 1.76, -2.55], [-3.94, 2.63, -1.73], [-4.83, 3.62, -2.72], [-5.24, 5.05, -2.01], [-5.43, 4.98, -0.51], [-0.57, 2.75, -0.27], [-1.02, 1.36, 0.08], [0.10, 3.48, 0.86], [-0.88, 3.86, 1.89], [-3.02, 6.86, -0.72], [-1.33, 7.73, -0.82], [-2.95, 8.69, -1.26], [-1.07, 6.50, -4.78], [-1.33, 5.17, -0.55], [2.54, 4.73, -2.22], [1.12, 1.22, -2.25], [2.57, 2.04, -2.33], [-1.75, 3.23, -3.93], [-0.68, 1.79, -3.37], [-2.48, 0.76, -2.00], [-3.33, 1.40, -3.55], [-3.51, 3.18, -0.78], [-4.72, 1.83, -1.32], [-4.20, 3.75, -3.71], [-5.85, 3.06, -2.99], [-6.23, 5.44, -2.51], [-4.39, 5.82, -2.24], [-4.45, 5.02, -0.10], [-5.85, 5.91, -0.23], [-1.98, 1.47, 0.36], [-0.25, 4.01, 2.89], [-1.66, 2.99, 2.03], [-1.45, 4.87, 1.68], [2.91, -2.07, -0.24], [2.55, -3.40, -0.42], [1.20, -3.78, -0.35], [0.23, -2.80, -0.11], [0.59, -1.46, 0.08], [1.94, -1.10, 0.01], [-1.19, -3.18, -0.06], [-1.47, -4.38, -0.21], [-2.02, -2.28, 0.12], [3.96, -1.78, -0.30], [3.31, -4.15, -0.62], [0.93, -4.82, -0.49], [-0.15, -0.69, 0.27], [2.23, -0.06, 0.15], [-1.82, -3.12, 2.93], [-1.69, -2.32, 4.06], [-1.33, -2.89, 5.29], [-1.11, -4.27, 5.36], [-1.24, -5.08, 4.22], [-1.60, -4.49, 3.01], [-0.71, -4.88, 6.64], [-0.62, -4.13, 7.63], [-0.48, -6.09, 6.66], [-2.09, -2.67, 1.97], [-1.86, -1.25, 3.99], [-1.24, -2.25, 6.16], [-1.07, -6.15, 4.27], [-1.70, -5.11, 2.12], [3.28, 4.99, -8.84], [3.41, 5.79, -7.70], [3.77, 5.22, -6.48], [3.99, 3.84, -6.40], [3.86, 3.03, -7.54], [3.50, 3.61, -8.76], [4.39, 3.23, -5.13], [4.48, 3.98, -4.14], [4.62, 2.01, -5.11], [3.01, 5.44, -9.79], [3.24, 6.86, -7.77], [3.86, 5.86, -5.60], [4.03, 1.96, -7.50], [3.40, 3.00, -9.65], [2.33, -3.31, 9.28], [2.40, -1.97, 9.64], [3.24, -1.10, 8.94], [4.01, -1.59, 7.88], [3.95, -2.95, 7.52], [3.10, -3.80, 8.23], [4.87, -0.68, 7.12], [4.91, 0.51, 7.48], [5.51, -1.15, 6.17], [1.67, -3.99, 9.83], [1.79, -1.59, 10.46], [3.28, -0.05, 9.23], [4.54, -3.34, 6.70], [3.05, -4.86, 7.96], [-2.59, -10.18, -0.97], [-2.55, -8.80, -1.16], [-1.41, -8.08, -0.81], [-0.31, -8.75, -0.28], [-0.35, -10.14, -0.07], [-1.49, -10.85, -0.42], [0.90, -8.00, 0.07], [0.89, -6.77, -0.11], [1.87, -8.64, 0.51], [-3.48, -10.74, -1.25], [-3.41, -8.29, -1.59], [-1.40, -7.00, -0.97], [0.50, -10.67, 0.35], [-1.53, -11.93, -0.28]]
}